# 1
{
  "formula": "C4H15N4",
  "method": "the ωB97M-V functional and the def2-TZVPD basis",
  "symbols": ["C", "N", "C", "N", "H", "H", "H", "H", "H", "H", "H", "H", "C", "N", "C", "N", "H", "H", "H", "H", "H", "H", "H"],
  "coordinates": [[-2.41863, 0.47466, 1.14077], [-1.19638, -0.31173, 0.94767], [-0.22279, -0.07769, 2.01243], [0.50094, 1.17800, 1.75133], [-3.08293, 0.38487, 0.28216], [-3.00162, 0.22007, 2.02977], [-2.16761, 1.53518, 1.21694], [-1.44159, -1.27797, 1.03519], [0.50695, -0.88996, 2.01638], [-0.70436, -0.08196, 2.99756], [-0.13838, 1.83994, 1.31792], [0.82284, 1.58743, 2.61627], [0.17588, -1.03687, -2.96929], [0.59800, -0.42502, -1.72250], [1.85048, -0.18341, -1.44900], [2.30467, 0.38610, -0.36104], [-0.47333, -0.36048, -3.52858], [-0.47317, -1.88972, -2.77481], [1.02299, -1.29383, -3.59190], [-0.08520, -0.40248, -0.94812], [2.59531, -0.52457, -2.16145], [1.71846, 0.70206, 0.46278], [3.30946, 0.44737, -0.32048]],
  "mulliken_charge": [-0.942, -0.382, -0.666, -0.618, 0.315, 0.320, 0.320, 0.237, 0.345, 0.412, 0.230, 0.215, -0.857, -0.039, 0.213, -0.203, 0.311, 0.297, 0.354, 0.238, 0.319, 0.336, 0.245],
  "charge": 1,
  "e_tot_ev": -10346.063,
  "e_above_lowest_kj_mol": 69.29,
  "max_force_ha_per_bohr": 0.01999,
  "e_homo_ev": -13.3
}

***

# 2
{
  "formula": "C40H48ClLaN4O8PS2Se",
  "method": "the ωB97M-V functional and the def2-TZVPD basis",
  "symbols": ["La", "C", "C", "C", "C", "C", "C", "C", "S", "O", "O", "N", "C", "C", "C", "C", "C", "C", "C", "C", "N", "C", "H", "H", "H", "H", "H", "H", "H", "H", "H", "H", "H", "H", "H", "N", "N", "C", "O", "O", "H", "H", "H", "C", "P", "C", "C", "O", "H", "H", "H", "H", "H", "H", "H", "H", "H", "O", "S", "C", "C", "C", "C", "H", "H", "H", "H", "H", "H", "H", "H", "C", "C", "C", "C", "C", "C", "Se", "C", "C", "C", "H", "H", "H", "H", "H", "H", "H", "H", "H", "H", "H", "Cl", "C", "C", "C", "C", "C", "C", "C", "O", "O", "H", "H", "H", "H"],
  "coordinates": [[-0.82743, -0.17757, -0.70321], [5.81545, -4.01704, 2.33312], [4.79002, -3.63070, 1.26524], [4.96549, -3.88169, -0.07032], [4.06593, -3.41443, -0.99824], [3.01038, -2.59969, -0.61458], [2.74292, -2.39523, 0.72661], [3.62176, -2.92105, 1.67016], [1.87481, -1.92320, -1.83977], [2.48145, -2.27459, -3.06635], [0.53927, -2.43102, -1.51427], [1.70809, -0.38931, -1.62784], [2.63720, 0.51244, -2.08144], [3.85858, 0.63854, -1.54928], [4.68133, 1.74884, -1.91075], [4.34724, 2.56812, -2.89455], [3.13647, 2.35075, -3.60466], [2.77379, 2.98463, -4.83511], [1.71801, 2.54349, -5.54429], [0.83463, 1.59448, -4.96474], [1.08437, 1.02828, -3.83036], [2.28951, 1.32556, -3.20996], [5.36740, -4.31375, 3.30480], [6.45953, -3.13894, 2.56798], [6.44877, -4.84591, 1.97742], [5.81712, -4.42605, -0.41875], [4.25704, -3.66496, -2.02814], [1.85531, -1.79635, 1.02478], [3.51871, -2.67381, 2.70964], [4.11563, -0.12977, -0.85321], [5.59702, 1.89781, -1.35592], [4.94623, 3.44271, -3.07418], [3.37169, 3.80727, -5.24914], [1.55086, 2.93740, -6.54065], [-0.13880, 1.30284, -5.44563], [-1.36453, -1.13843, -3.28121], [-2.24158, -2.27749, -3.26122], [-2.65681, -2.72007, -1.95157], [-2.99106, -3.91629, -1.90695], [-2.58141, -1.85937, -1.02257], [-1.80777, -0.32879, -3.68038], [-0.52846, -1.35064, -3.76334], [-1.70248, -3.06654, -3.66452], [-0.85394, -4.37606, 0.55244], [-1.36362, -3.02165, 1.62705], [-1.27181, -3.65552, 3.28202], [-3.13911, -2.75095, 1.54065], [-0.54518, -1.80348, 1.34678], [-1.35623, -5.26401, 0.91353], [0.21784, -4.49761, 0.54812], [-1.11644, -4.19958, -0.48950], [-1.91127, -4.54323, 3.24444], [-1.58252, -2.92833, 4.00394], [-0.24893, -3.99172, 3.55642], [-3.63764, -3.28618, 2.32493], [-3.60782, -2.93970, 0.57142], [-3.35984, -1.71862, 1.81020], [0.64903, 0.42372, 1.20541], [1.71800, 1.49678, 1.20768], [2.63486, 1.12524, 2.71916], [1.99792, 1.82087, 3.86127], [1.51937, 3.19160, 3.27015], [0.87095, 2.89545, 1.94398], [3.62497, 1.46247, 2.49972], [2.61283, 0.01125, 2.80624], [2.75619, 2.06106, 4.64450], [1.17711, 1.25409, 4.32986], [2.41682, 3.85715, 3.18895], [0.81985, 3.67468, 3.84934], [0.79596, 3.73220, 1.16939], [-0.17162, 2.64728, 2.12965], [-6.03251, -1.87010, 4.42101], [-5.27395, -0.93575, 3.52443], [-5.78674, -0.66405, 2.24122], [-5.09168, 0.19196, 1.41078], [-5.55989, 0.30140, -0.02368], [-3.85455, 0.70927, 1.82761], [-2.76643, 1.81828, 0.59209], [-3.35256, 0.44559, 3.11586], [-2.03268, 1.01025, 3.55447], [-4.06767, -0.39108, 3.97521], [-5.59111, -2.87041, 4.34792], [-7.12120, -1.95266, 4.22302], [-5.87926, -1.61710, 5.49420], [-6.81001, -0.98823, 1.88355], [-6.57614, -0.10892, -0.10739], [-4.95968, -0.40427, -0.61786], [-5.42410, 1.30736, -0.44648], [-1.67970, 0.56747, 4.45440], [-2.08131, 2.07740, 3.69872], [-1.33307, 0.76307, 2.77747], [-3.65151, -0.69666, 4.94332], [0.36394, 7.48187, -5.04960], [0.01286, 6.07497, -4.12730], [0.97097, 5.64143, -3.18974], [0.69776, 4.49533, -2.47787], [-0.50178, 3.81627, -2.68050], [-1.46179, 4.28244, -3.53613], [-1.20252, 5.46213, -4.29488], [-0.63202, 2.54764, -1.94819], [-1.50658, 1.71539, -2.37904], [0.20597, 2.31188, -1.05195], [1.86956, 6.17854, -3.05770], [1.33843, 4.06301, -1.69575], [-2.39416, 3.75473, -3.68371], [-1.92231, 5.82384, -4.99791]],
  "mulliken_charge": [2.481, -1.416, 0.768, -0.632, -0.542, -0.839, 0.198, -1.426, 1.182, -0.862, -0.506, 1.196, -0.864, -0.293, -0.987, -1.134, 1.247, -0.592, -1.021, -0.020, 0.216, -0.493, 0.347, 0.258, 0.368, 0.409, 0.527, 0.564, 0.384, 0.602, 0.415, 0.429, 0.393, 0.405, 0.279, -0.177, -0.590, -0.111, -0.772, 0.466, 0.246, 0.243, 0.284, -0.901, 1.218, -1.506, -1.056, -0.515, 0.447, 0.175, 0.073, 0.454, 0.281, 0.345, 0.561, 0.275, -0.084, -0.964, 1.035, -0.636, -0.393, -0.886, 0.021, 0.542, -0.166, 0.374, 0.182, 0.272, 0.504, 0.227, -0.353, -1.596, 0.869, -0.906, 0.898, -1.628, -0.039, -0.419, 0.695, -0.978, -0.640, 0.261, 0.348, 0.354, 0.151, 0.412, 0.121, 0.328, 0.399, 0.465, -0.260, 0.308, -0.253, 0.536, -1.018, -0.371, 0.247, -0.085, -0.883, 0.204, -0.914, 0.572, 0.502, 0.279, 0.431, 0.457],
  "charge": -1,
  "e_tot_ev": -174296.875,
  "e_above_lowest_kj_mol": 0.00,
  "max_force_ha_per_bohr": 0.05337,
  "e_homo_ev": -4.4
}

***

Which formula does entry 1 have?
C4H15N4